A:
ORCA calculation (wB97M-V/def2-TZVPD) on 4 unconnected molecules or ions with the total composition C5H12O2.

LUMO energy	-2.60	eV

```
! RIJCOSX wB97M-V def2-TZVPD def2/J DEFGRID3
* xyz 0 1
C 0.46 -0.29 -2.09
C 0.28 0.45 -0.96
C -0.54 1.57 -0.78
C 1.05 0.42 1.55
C 1.07 0.06 0.23
H 2.53 0.71 -0.07
H 1.31 -0.97 -2.13
H 0.00 -0.09 -3.05
H -0.87 2.22 -1.59
H -0.29 2.16 0.09
H 0.61 1.36 1.86
H 1.55 -0.22 2.26
H 1.58 -0.89 0.04
H -0.32 -1.08 2.15
H -1.58 -1.37 1.39
O -1.08 -1.69 2.16
H -1.80 -1.56 -0.50
H -1.65 -0.03 -0.28
O -2.29 -0.77 -0.27
*
```



B:
ORCA calculation (wB97M-V/def2-TZVPD) on C5H12O2 in the gas phase.

LUMO energy	0.80	eV

```
! RIJCOSX wB97M-V def2-TZVPD def2/J DEFGRID3
* xyz 0 1
C -0.99 1.32 2.04
C -0.90 0.26 0.94
C 0.41 0.33 0.17
O 1.48 0.32 1.09
C 0.59 -0.84 -0.81
C -0.36 -0.78 -2.00
O 1.94 -0.74 -1.24
H -0.12 1.25 2.70
H -1.01 2.33 1.61
H -1.89 1.20 2.64
H -0.99 -0.74 1.39
H -1.73 0.37 0.23
H 0.45 1.25 -0.43
H 2.26 0.11 0.56
H 0.44 -1.78 -0.26
H -0.20 0.14 -2.58
H -0.18 -1.63 -2.67
H -1.41 -0.83 -1.70
H 2.20 -1.56 -1.69
*
```



C:
ORCA calculation (wB97M-V/def2-TZVPD) on 3 unconnected molecules or ions with the total composition C5H12O2.

LUMO energy	0.78	eV

```
! RIJCOSX wB97M-V def2-TZVPD def2/J DEFGRID3
* xyz 0 1
C -1.86 -1.21 0.23
C -0.91 -0.29 0.16
C -0.55 0.67 1.25
C 0.58 1.61 0.97
C 0.57 2.89 0.60
H -1.90 -2.00 -0.50
H -2.61 -1.08 1.01
H -0.42 -0.14 -0.80
H -0.27 0.10 2.15
H -1.45 1.17 1.61
H 1.54 1.11 1.08
H 1.47 3.47 0.71
H -0.16 3.37 -0.04
O 0.77 -3.49 0.05
H 0.12 -4.20 -0.08
H 0.31 -2.92 0.68
O 1.33 0.39 -2.71
H 2.19 -0.04 -2.71
H 1.24 0.59 -3.65
*
```



D:
ORCA calculation (wB97M-V/def2-TZVPD) on C5H12O2 in the gas phase.

LUMO energy	0.80	eV

```
! RIJCOSX wB97M-V def2-TZVPD def2/J DEFGRID3
* xyz 0 1
C 2.34 0.20 1.39
C 0.90 0.62 1.08
C 0.34 -0.06 -0.17
O 0.28 -1.47 -0.02
C -1.10 0.33 -0.49
C -1.55 -0.12 -1.88
O -1.88 -0.43 0.52
H 2.40 -0.89 1.47
H 3.03 0.51 0.59
H 2.70 0.64 2.32
H 0.25 0.38 1.93
H 0.85 1.71 0.94
H 0.95 0.25 -1.04
H -0.61 -1.52 0.40
H -1.20 1.42 -0.39
H -1.30 -1.18 -2.01
H -2.63 0.02 -1.93
H -1.12 0.44 -2.72
H -2.68 -0.87 0.16
*
```



Energy relative to the most stable one, in kJ/mol: A 689.8; B 0.0; C 225.6; D 35.4



A:
ORCA calculation (wB97M-V/def2-TZVPD) on C5H12O2 in the gas phase.

LUMO energy	0.84	eV

```
! RIJCOSX wB97M-V def2-TZVPD def2/J DEFGRID3
* xyz 0 1
C 2.07 0.96 0.89
C 0.99 -0.03 1.32
C 0.19 -0.68 0.18
O -0.63 -1.72 0.64
C -0.86 0.26 -0.52
C -1.09 -0.21 -1.95
O -2.06 0.23 0.35
H 2.86 0.48 0.30
H 1.66 1.79 0.30
H 2.56 1.41 1.77
H 1.45 -0.85 1.89
H 0.27 0.45 1.99
H 0.92 -1.08 -0.55
H -1.43 -1.19 0.87
H -0.60 1.31 -0.46
H -0.98 -1.30 -2.05
H -2.09 0.08 -2.28
H -0.38 0.25 -2.64
H -2.86 -0.16 -0.05
*
```



B:
ORCA calculation (wB97M-V/def2-TZVPD) on 2 unconnected molecules or ions with the total composition C5H12O2.

LUMO energy	0.75	eV

```
! RIJCOSX wB97M-V def2-TZVPD def2/J DEFGRID3
* xyz 0 1
C 1.02 -0.39 -2.07
C 0.46 0.38 -0.84
C 0.41 1.91 -1.04
C -0.75 -0.33 -0.26
C -1.64 0.30 0.80
O -2.41 -0.51 1.29
H 1.91 0.17 -2.32
H 0.15 -0.46 -2.73
H 1.32 -1.40 -1.77
H 1.12 0.36 0.07
H -0.24 2.23 -1.89
H 0.14 2.44 -0.13
H 1.38 2.28 -1.34
H -0.51 -1.31 0.18
H -1.49 -0.59 -1.07
H -1.62 1.29 1.26
O 2.02 -1.20 2.00
H 1.22 -1.50 1.59
H 1.97 -0.64 2.77
*
```



Energy relative to the most stable one, in kJ/mol: A 0.0; B 71.5



A:
ORCA calculation (wB97M-V/def2-TZVPD) on a molecular structure, C5H12O2.

LUMO energy	0.75	eV

```
! RIJCOSX wB97M-V def2-TZVPD def2/J DEFGRID3
* xyz 0 1
C 2.03 -0.62 1.32
C 0.79 1.30 0.91
C 0.32 0.60 -0.26
O 0.97 -0.81 -0.16
C -1.18 0.29 -0.40
C -1.55 -0.22 -1.78
O -1.50 -0.69 0.60
H 2.19 -1.70 1.15
H 2.91 -0.05 1.09
H 1.67 -0.43 2.33
H 0.08 1.42 1.72
H 1.49 2.12 0.74
H 0.71 0.96 -1.22
H 0.25 -1.36 0.20
H -1.72 1.22 -0.18
H -0.95 -1.10 -2.05
H -2.61 -0.50 -1.85
H -1.37 0.56 -2.53
H -2.40 -1.01 0.45
*
```



B:
ORCA calculation (wB97M-V/def2-TZVPD) on C5H12O2 in the gas phase.

LUMO energy	0.84	eV

```
! RIJCOSX wB97M-V def2-TZVPD def2/J DEFGRID3
* xyz 0 1
C -0.87 -0.44 2.52
C -0.38 -0.91 1.15
C -0.26 0.24 0.15
O 0.61 1.26 0.63
C 0.27 -0.21 -1.22
C 0.11 0.87 -2.28
O 1.65 -0.51 -1.01
H -0.22 0.34 2.91
H -1.89 -0.04 2.45
H -0.89 -1.27 3.24
H 0.60 -1.39 1.24
H -1.06 -1.66 0.74
H -1.25 0.71 0.02
H 1.49 0.91 0.41
H -0.26 -1.13 -1.53
H 0.53 1.81 -1.90
H 0.63 0.58 -3.20
H -0.94 1.04 -2.53
H 2.15 -0.21 -1.77
*
```



C:
ORCA calculation (wB97M-V/def2-TZVPD) on 2 unconnected molecules or ions with the total composition C5H12O2.

LUMO energy	0.86	eV

```
! RIJCOSX wB97M-V def2-TZVPD def2/J DEFGRID3
* xyz 0 1
C -1.95 -0.07 -1.80
C -1.38 -0.17 -0.38
C 0.12 -0.46 -0.40
O 0.85 0.56 -1.05
C 0.68 -0.72 1.01
C 0.52 0.46 1.93
O 0.57 1.61 1.55
H -1.41 0.70 -2.36
H -1.82 -1.02 -2.33
H -3.01 0.17 -1.80
H -1.55 0.78 0.15
H -1.90 -0.96 0.19
H 0.30 -1.38 -0.98
H 0.79 1.34 -0.47
H 1.77 -0.89 0.93
H 0.25 -1.62 1.46
H 0.35 0.22 3.00
H 3.66 0.71 0.89
H 3.08 0.90 0.47
*
```



D:
ORCA calculation (wB97M-V/def2-TZVPD) on 2 unconnected molecules or ions with the total composition C5H12O2.

LUMO energy	0.81	eV

```
! RIJCOSX wB97M-V def2-TZVPD def2/J DEFGRID3
* xyz 0 1
C 0.60 1.42 1.30
O -0.17 1.44 0.10
C -1.41 0.69 0.10
C -2.26 1.22 -1.02
O -1.89 0.20 1.11
H 0.15 0.80 2.08
H 1.61 1.07 1.05
H 0.71 2.44 1.66
H -2.68 2.19 -0.74
H -1.66 1.33 -1.93
H -3.08 0.52 -1.22
C 0.56 -1.83 -0.17
C 2.00 -1.50 -0.46
H 0.22 -2.71 -0.73
H 0.39 -2.02 0.89
H -0.21 -0.96 -0.42
H 2.62 -2.39 -0.31
H 2.35 -0.71 0.21
H 2.14 -1.18 -1.50
*
```



Energy relative to the most stable one, in kJ/mol: A 480.6; B 0.0; C 113.0; D 67.0



A:
ORCA calculation (wB97M-V/def2-TZVPD) on 2 unconnected molecules or ions with the total composition C5H12O2.

LUMO energy	0.92	eV

```
! RIJCOSX wB97M-V def2-TZVPD def2/J DEFGRID3
* xyz 0 1
C 0.31 0.40 -1.04
C -0.62 0.73 0.17
C -1.98 0.22 -0.31
O -1.96 0.35 -1.72
C -0.68 -0.09 -2.12
H 0.85 1.29 -1.36
H 1.08 -0.37 -0.89
H -0.63 1.81 0.33
H -0.37 0.24 1.12
H -2.83 0.79 0.07
H -2.10 -0.84 -0.02
H -0.65 -1.19 -2.18
H -0.48 0.32 -3.12
C 1.86 -0.45 2.11
O 0.98 -1.40 1.54
H 1.46 -0.18 3.10
H 1.93 0.47 1.52
H 2.87 -0.86 2.23
H 0.97 -1.24 0.58
*
```



B:
ORCA calculation (wB97M-V/def2-TZVPD) on C5H12O2 in the gas phase.

LUMO energy	0.80	eV

```
! RIJCOSX wB97M-V def2-TZVPD def2/J DEFGRID3
* xyz 0 1
C 2.38 0.18 1.24
C 0.93 0.60 1.01
C 0.30 -0.15 -0.17
O 0.44 -1.55 -0.04
C -1.19 0.21 -0.36
C -1.61 0.07 -1.82
O -1.91 -0.66 0.50
H 2.43 -0.88 1.48
H 2.98 0.34 0.33
H 2.84 0.75 2.05
H 0.33 0.42 1.91
H 0.87 1.67 0.80
H 0.85 0.12 -1.08
H -0.32 -1.83 0.50
H -1.35 1.25 -0.04
H -1.32 -0.91 -2.20
H -2.69 0.20 -1.94
H -1.12 0.84 -2.42
H -2.83 -0.67 0.23
*
```



Energy relative to the most stable one, in kJ/mol: A 106.2; B 0.0



A:
ORCA calculation (wB97M-V/def2-TZVPD) on 2 unconnected molecules or ions with the total composition C5H12O2.

LUMO energy	0.76	eV

```
! RIJCOSX wB97M-V def2-TZVPD def2/J DEFGRID3
* xyz 0 1
C 1.74 -0.89 -0.82
C 0.83 0.28 -0.40
C 1.49 1.73 -0.26
C -0.09 0.02 0.84
C -0.02 -1.47 1.13
O -1.09 -2.16 0.98
H 1.21 -1.74 -1.30
H 2.23 -0.71 -1.76
H 2.35 -1.16 0.14
H 0.16 0.35 -1.21
H 0.64 2.42 -0.31
H 2.08 1.88 -1.10
H 1.99 1.68 0.69
H 0.04 0.76 1.64
H -1.10 0.23 0.46
H 1.03 -1.87 1.55
O -4.73 0.25 0.18
H -4.88 0.43 -0.76
H -3.88 -0.04 0.31
*
```



B:
ORCA calculation (wB97M-V/def2-TZVPD) on C5H12O2 in the gas phase.

LUMO energy	1.11	eV

```
! RIJCOSX wB97M-V def2-TZVPD def2/J DEFGRID3
* xyz 0 1
C -0.49 -3.33 0.22
C -0.97 -1.97 0.70
O -0.40 -1.02 -0.15
C -0.33 0.26 0.41
C 0.27 1.16 -0.64
O 0.42 2.44 -0.09
C 1.02 3.30 -1.01
H 0.60 -3.45 0.32
H -0.74 -3.48 -0.83
H -0.98 -4.09 0.83
H -0.66 -1.83 1.75
H -2.07 -1.84 0.69
H -1.34 0.60 0.70
H 0.33 0.23 1.29
H 1.25 0.76 -0.94
H -0.36 1.20 -1.54
H 0.41 3.40 -1.92
H 2.02 2.97 -1.31
H 1.09 4.26 -0.50
*
```



C:
ORCA calculation (wB97M-V/def2-TZVPD) on 2 unconnected molecules or ions with the total composition C5H12O2.

LUMO energy	0.59	eV

```
! RIJCOSX wB97M-V def2-TZVPD def2/J DEFGRID3
* xyz 0 1
C 2.18 0.01 1.06
C 0.86 0.70 1.43
C 0.12 1.29 0.27
C -1.18 1.11 0.03
O -1.93 0.23 0.79
H 1.99 -0.91 0.49
H 2.81 0.66 0.44
H 2.75 -0.25 1.96
H 0.22 0.00 1.98
H 1.08 1.52 2.13
H 0.66 1.92 -0.42
H -1.70 1.59 -0.79
H -2.85 0.30 0.55
C -0.90 -1.39 -1.97
O -0.13 -1.72 -0.83
H -1.25 -2.30 -2.46
H -1.78 -0.79 -1.71
H -0.30 -0.81 -2.68
H -0.58 -1.34 -0.06
*
```



D:
ORCA calculation (wB97M-V/def2-TZVPD) on 2 unconnected molecules or ions with the total composition C5H12O2.

LUMO energy	0.72	eV

```
! RIJCOSX wB97M-V def2-TZVPD def2/J DEFGRID3
* xyz 0 1
C 0.02 -1.02 1.98
C 0.28 0.20 1.54
C 0.98 0.59 0.27
C 0.11 1.25 -0.85
C -1.44 1.10 -0.78
O -2.00 1.88 0.26
H -0.47 -1.20 2.92
H 0.32 -1.92 1.46
H -0.19 1.04 2.03
H 1.51 -0.28 -0.12
H 1.76 1.30 0.55
H 0.25 2.34 -0.81
H 0.46 0.88 -1.81
H -1.70 0.05 -0.67
H -1.75 1.49 -1.75
H -2.51 2.59 -0.11
O 1.32 -3.74 -1.57
H 1.65 -3.70 -0.66
H 1.41 -2.85 -1.90
*
```



Energy relative to the most stable one, in kJ/mol: A 96.7; B 0.0; C 9.9; D 19.3